Density functional theory data (the ωB97M-V functional and the def2-TZVPD basis) for one molecule with the formula C4H2N2O at a distorted geometry.

HOMO level = -11.89 eV
SMILES = N#C[C@H]1O[C@@H]1C#N
HOMO-LUMO gap = 0.438 Eh
energy = -9203.713 eV

Element x y z (Å)
C: -1.88254 -0.21308 -0.10735
C: -0.43003 -0.14882 -0.33258
C: 0.51731 0.19227 0.63957
C: 1.78327 -0.38721 0.31533
H: -0.19162 -0.24226 -1.45970
H: 0.37453 0.43917 1.64674
N: -3.00704 -0.44221 0.09836
N: 2.87598 -0.48351 -0.30145
O: 0.10081 1.20303 -0.23192

Mulliken population analysis, charges in e, atoms 1 to 2: number 1, C, carries -0.05; number 2, C, carries 0.15

Density functional theory data (the ωB97M-V functional and the def2-TZVPD basis) for one molecule with the formula C4H2N2O at a distorted geometry.

HOMO level = -11.03 eV
SMILES = N#CC#CC(N)=O
HOMO-LUMO gap = 0.389 Eh
energy = -9205.334 eV

Element x y z (Å)
N: -1.39406 0.45183 0.10717
C: -1.03272 -0.84309 -0.11999
O: -1.78518 -1.78697 -0.18754
C: 0.42469 -0.93236 -0.25143
C: 1.59854 -0.64836 -0.23741
C: 2.43410 0.42588 0.00975
N: 2.86185 1.47020 0.27361
H: -0.73287 1.21355 0.16882
H: -2.37434 0.64933 0.23702

Mulliken population analysis, charges in e, atoms 1 to 2: number 1, N, carries -0.35; number 2, C, carries 0.40

Density functional theory data (the ωB97M-V functional and the def2-TZVPD basis) for C4H2N2O2S3 as an isolated structure at a distorted geometry.

HOMO level = -8.09 eV
HOMO-LUMO gap = 0.255 Eh
energy = -43759.016 eV

Element x y z (Å)
C: 2.80706 0.75348 -1.81977
C: -1.93343 0.74835 1.31079
C: -0.96635 0.64615 0.27901
C: -1.19292 -1.55517 1.13108
N: 1.64545 0.59747 -1.79966
N: -0.47411 -0.72529 0.34207
O: 3.94280 0.91515 -1.82664
O: -0.45373 1.53452 -0.42175
S: -0.33481 -3.09074 1.03020
S: -2.30940 -0.72292 2.06160
S: 0.71357 -1.83311 -0.31757
H: -2.28460 1.70649 1.46650
H: 0.84048 1.02562 -1.43586

Mulliken population analysis, charges in e, atoms 1 to 2: number 1, C, carries 0.50; number 2, C, carries -0.53

Density functional theory data (the ωB97M-V functional and the def2-TZVPD basis) for a 2-piece molecular cluster, C4H2N2O4 overall at a distorted geometry.

HOMO level (alpha / beta) = -9.50 / -9.04 eV
HOMO-LUMO gap (alpha / beta) = 0.290 / 0.246 Eh
energy = -15345.588 eV

Element x y z (Å)
C: 2.67072 1.68753 0.11366
C: 1.67298 0.71712 0.36260
C: 4.76015 -0.71522 -0.56672
C: -0.54294 0.20026 -0.04538
N: 3.54235 2.41215 -0.06172
N: 1.82644 -0.40748 1.06913
O: 2.92758 -0.83753 1.43213
O: 3.86577 -0.92613 -1.25363
O: 0.42519 1.02951 -0.02030
O: 5.67763 -0.50126 0.07793
H: -0.41938 -0.82822 0.26225
H: -1.49783 0.60321 -0.33822

Mulliken population analysis, charges in e, atoms 1 to 2: number 1, C, carries 0.32; number 2, C, carries 0.48

Density functional theory data (the ωB97M-V functional and the def2-TZVPD basis) for C4H2NO2 as an isolated structure at a distorted geometry.

HOMO level = -3.80 eV
HOMO-LUMO gap = 0.297 Eh
energy = -9762.056 eV
charge = -1

Element x y z (Å)
C: 0.13320 1.02687 0.00465
C: 0.16290 -0.93776 0.13976
C: -0.84506 0.15359 -0.13053
C: -2.86401 0.06715 -0.26916
N: 1.17647 -0.19099 0.15614
O: -3.30205 -1.10572 -0.39179
O: -3.35750 1.17842 -0.33165
H: 0.39340 2.08169 -0.13570
H: 0.16874 -1.92054 0.09427

Mulliken population analysis, charges in e, atoms 1 to 2: number 1, C, carries -0.38; number 2, C, carries -0.32

Density functional theory data (the ωB97M-V functional and the def2-TZVPD basis) for an isolated ion of composition C4H2NO3 and charge -1 at a distorted geometry.

HOMO level (alpha / beta) = -3.51 / -3.51 eV
SMILES = O=C([O-])c1cocn1
HOMO-LUMO gap (alpha / beta) = 0.267 / 0.267 Eh
energy = -11810.610 eV
charge = -1

Element x y z (Å)
C: 0.37343 -0.60560 -1.04466
C: -1.57675 0.32554 -0.84190
C: -0.02356 0.05999 0.64211
C: 1.21481 0.01210 1.62099
N: -1.21152 0.44175 0.41345
O: 1.95438 0.92417 1.31238
O: 1.32087 -0.80635 2.51708
O: -0.73587 -0.24546 -1.66924
H: 1.17831 -1.04666 -1.64134
H: -2.49411 0.94052 -1.30886

Mulliken population analysis, charges in e, atoms 1 to 2: number 1, C, carries -0.28; number 2, C, carries 0.02

Density functional theory data (the ωB97M-V functional and the def2-TZVPD basis) for an isolated ion of composition C4H2NO3 and charge -1 at a distorted geometry.

HOMO level = -4.48 eV
SMILES = O=c1ccoc([O-])n1
HOMO-LUMO gap = 0.304 Eh
energy = -11813.580 eV
charge = -1

Element x y z (Å)
C: 0.90861 0.70227 -0.05645
C: 0.87814 -0.24262 0.89204
C: -0.21673 0.74515 -0.95401
C: -1.28997 -0.96236 0.14495
N: -1.25580 -0.06378 -0.81145
O: -0.12606 1.69590 -2.07921
O: -2.17158 -1.75111 0.39062
O: -0.14436 -1.08187 1.05434
H: 1.73931 1.37351 -0.19074
H: 1.67844 -0.41508 1.60990

Mulliken population analysis, charges in e, atoms 1 to 2: number 1, C, carries -0.33; number 2, C, carries -0.12

Density functional theory data (the ωB97M-V functional and the def2-TZVPD basis) for C4H2NiO as an isolated structure at a distorted geometry.

spin multiplicity = 3
HOMO level (alpha / beta) = -7.48 / -7.96 eV
HOMO-LUMO gap (alpha / beta) = 0.252 / 0.254 Eh
energy = -47263.033 eV

Element x y z (Å)
C: -1.61122 0.53292 0.69388
C: -2.50633 0.22425 -0.10922
H: -3.31645 -0.22949 -0.65705
O: 0.51998 -1.50505 0.19324
C: 0.67900 -0.27533 -0.02069
C: -0.35603 0.68653 -0.07085
H: -0.09402 1.69221 -0.41607
Ni: 2.50257 0.48430 -0.24212

Mulliken population analysis, charges in e, atoms 1 to 2: number 1, C, carries -0.24; number 2, C, carries -0.19